Below is a molecular structure, C28H80O13Zr, with properties calculated with the ωB97M-V functional and the def2-TZVPD basis.

```
122
Properties=species:S:1:pos:R:3:forces:R:3
Zr 3.09028 -1.94824 1.15465 -4.84 2.32 -4.22
C 4.30605 0.52859 -1.98475 -0.21 -0.04 -0.28
C 4.66986 -0.92059 -1.71926 0.77 0.45 -0.98
C 6.16548 -1.16425 -1.54994 -0.70 -0.54 0.80
O 3.96515 -1.37970 -0.57420 -1.21 -1.43 3.71
H 4.73944 1.22629 -1.26821 -0.13 -0.10 0.19
H 3.21773 0.60637 -2.01926 0.02 0.25 0.19
H 4.65310 0.83581 -2.97333 0.12 -0.14 0.03
H 4.37361 -1.50023 -2.60372 -0.43 -0.16 0.34
H 6.71086 -0.83349 -2.42628 0.15 0.16 0.08
H 6.31696 -2.23855 -1.41253 0.17 0.02 -0.20
H 6.49381 -0.69688 -0.61881 0.29 0.31 -0.27
C -0.54191 -0.73594 -0.56546 0.58 -0.50 0.12
C 0.56273 0.00231 0.17689 -0.51 0.68 -0.28
C -0.00650 1.11117 1.05534 0.48 -0.26 -0.07
O 1.33785 -0.92268 0.97895 3.77 -1.71 0.74
H -1.17237 -0.02896 -1.10036 0.03 0.06 0.00
H -1.17435 -1.33237 0.09495 0.02 0.13 0.13
H -0.07479 -1.40987 -1.28531 -0.23 -0.05 -0.11
H 1.23334 0.46573 -0.55881 0.08 -0.18 0.11
H -0.62640 1.75388 0.42969 -0.05 0.02 0.08
H 0.79777 1.72865 1.46098 -0.09 0.03 0.10
H -0.61070 0.68819 1.85668 -0.08 0.08 -0.01
C 1.55991 -3.86064 -2.09013 -0.15 -0.70 -0.49
C 2.50281 -4.31341 -1.00462 -0.55 0.37 -0.83
O 2.03778 -3.67793 0.27540 1.44 -0.34 -0.38
H 1.42867 -2.78340 -2.16748 0.09 0.05 0.25
H 0.60133 -4.36492 -1.95884 -0.13 0.30 -0.02
H 1.92882 -4.19970 -3.06234 0.10 -0.04 0.09
H 3.51640 -4.00916 -1.25907 0.10 0.20 0.71
H 2.45903 -5.39329 -0.88042 0.10 0.05 0.25
H 1.15369 -4.05480 0.43007 0.07 0.49 0.39
C -4.38152 -1.19567 -2.19066 -1.52 0.09 -0.54
C -4.63630 -1.01107 -3.68469 0.51 0.27 0.18
O -3.62383 -1.60103 -4.47378 0.24 -0.36 -0.17
H -5.23913 -0.73339 -1.68617 0.30 0.22 0.20
H -3.45240 -0.74459 -1.85065 0.14 -0.23 0.08
H -4.52050 -2.25581 -1.97764 0.67 -0.02 0.19
H -4.74587 0.05045 -3.93802 -0.05 -0.03 0.04
H -5.57445 -1.50776 -3.92874 -0.01 0.02 -0.14
H -2.88477 -1.00039 -4.66312 -0.28 -0.03 0.04
C 3.54022 -3.42026 4.93398 -0.41 -0.12 0.16
C 2.69138 -3.96587 3.80483 -0.47 0.47 0.65
O 2.16798 -2.85004 2.95537 0.98 0.12 0.31
H 4.31566 -2.75125 4.55671 0.18 -0.13 0.19
H 3.95692 -4.24460 5.51436 0.34 -0.04 -0.31
H 2.92138 -2.90028 5.66537 -0.01 0.33 -0.24
H 1.78724 -4.41347 4.21441 0.13 -0.35 -0.17
H 3.22835 -4.68373 3.18855 -0.13 0.15 -0.32
H 1.51897 -2.34648 3.56637 -0.01 0.06 -0.20
C 1.63072 4.29533 3.62930 -0.53 0.29 -0.06
C 2.85662 5.14902 3.46922 1.39 -0.54 -0.26
O 3.32155 5.03441 2.09413 -0.40 -0.04 0.42
H 0.80180 4.75837 3.08990 -0.09 -0.17 0.05
H 1.35216 4.21120 4.68027 0.00 0.16 0.01
H 1.75983 3.28097 3.24587 0.25 0.07 -0.09
H 3.67723 4.76531 4.09056 -0.22 0.09 0.13
H 2.71132 6.19567 3.73874 -0.28 -0.04 -0.11
H 4.19354 5.42831 2.00214 -0.06 0.15 0.08
C 1.17192 -0.28129 -4.40185 0.66 0.07 0.06
C -0.28526 -0.46846 -4.04312 -0.67 0.43 -0.56
O -1.14033 -0.28258 -5.19719 0.25 -0.14 0.56
H 1.84202 -0.53282 -3.56660 -0.23 0.02 0.05
H 1.40623 0.75037 -4.67914 -0.21 0.01 0.09
H 1.50031 -0.88940 -5.24638 -0.34 -0.16 0.02
H -0.61270 0.24392 -3.27532 0.26 -0.08 0.03
H -0.51446 -1.46728 -3.66266 0.12 -0.02 -0.16
H -1.28982 0.66179 -5.31866 0.11 -0.03 -0.10
C 0.87538 0.67961 5.65257 0.06 0.11 -0.33
C 0.45607 -0.11194 4.42721 0.02 0.51 0.13
O 0.64332 -1.53168 4.66180 0.16 0.10 -0.58
H 0.87205 1.75341 5.45416 -0.27 -0.06 -0.06
H 1.90600 0.44422 5.91921 -0.07 -0.20 0.15
H 0.20029 0.47557 6.48247 0.12 0.04 0.13
H 1.03881 0.17861 3.55006 0.27 -0.38 0.11
H -0.57322 0.09439 4.12432 -0.10 -0.19 0.28
H 0.03285 -1.81373 5.35312 0.03 -0.09 -0.07
C -1.49902 4.83421 1.01622 0.00 0.26 0.09
C -2.25390 3.90068 1.94584 -0.77 0.23 -0.19
O -3.24714 4.62496 2.68755 0.33 -0.36 -0.07
H -2.20671 5.44901 0.45249 -0.09 -0.19 -0.04
H -0.85522 4.32422 0.29980 0.12 -0.03 0.16
H -0.90143 5.55260 1.57958 0.11 -0.13 0.03
H -1.62137 3.39542 2.68026 0.12 0.17 -0.03
H -2.76923 3.11838 1.37100 0.19 -0.06 -0.02
H -3.98920 4.76143 2.08883 -0.02 0.12 0.13
C -4.01218 -0.17691 1.20970 0.14 0.44 -0.51
C -4.12016 -1.67852 1.33077 -0.20 0.27 0.49
O -5.47580 -2.02672 1.59408 0.40 -0.08 -0.02
H -4.36751 0.15992 0.23840 -0.06 0.05 -0.07
H -2.96366 0.12819 1.28845 -0.01 0.02 -0.01
H -4.58208 0.38664 1.94661 0.00 -0.32 0.26
H -3.47303 -1.98956 2.16358 -0.07 -0.24 -0.09
H -3.77436 -2.15177 0.40348 0.06 -0.04 0.11
H -5.47526 -2.91231 1.97046 -0.21 0.00 -0.08
C -2.05474 -3.95267 -1.66700 -0.28 0.61 0.22
C -2.10129 -5.42762 -1.95777 0.08 0.15 0.34
O -2.17363 -6.10645 -0.70670 0.15 -0.03 0.06
H -2.95142 -3.60870 -1.14625 -0.06 -0.26 -0.11
H -1.99905 -3.37229 -2.59125 0.10 -0.01 0.01
H -1.23487 -3.66892 -0.99811 0.16 -0.17 -0.15
H -1.18740 -5.72071 -2.49093 -0.20 -0.15 -0.18
H -2.98420 -5.63075 -2.56655 0.13 -0.17 -0.13
H -2.32263 -7.04559 -0.85610 -0.05 0.03 -0.04
C 1.28459 3.27069 -2.01715 0.33 -0.79 0.01
C 2.30491 3.69047 -0.97895 -0.14 0.43 0.39
O 1.63862 4.46470 -0.00314 -0.25 0.14 0.14
H 0.54261 2.62859 -1.53184 -0.19 0.17 -0.16
H 1.77598 2.67796 -2.79829 -0.03 0.01 0.05
H 0.79951 4.10454 -2.51734 -0.04 0.17 0.24
H 3.10060 4.26245 -1.47638 0.08 -0.11 0.20
H 2.73642 2.82280 -0.45288 0.17 -0.12 -0.47
H 2.20514 4.65329 0.77380 0.04 -0.03 -0.56
C -2.67136 2.71326 -1.75612 0.46 0.31 -0.25
C -3.89877 3.02523 -2.58033 -0.75 -0.37 0.21
O -5.05099 2.96389 -1.72921 0.33 0.09 0.12
H -2.38711 3.53619 -1.09951 -0.20 0.04 -0.04
H -1.83042 2.57648 -2.44716 0.03 -0.14 0.15
H -2.80479 1.83191 -1.13065 -0.12 -0.21 -0.12
H -4.03254 2.28186 -3.37458 0.24 0.09 -0.05
H -3.81450 4.01424 -3.04211 0.00 -0.05 0.01
H -5.82042 2.69123 -2.23568 0.02 0.12 -0.07
```
Forces are in eV/Å.

Calculated values
HOMO energy = -13.241 eV
Spin multiplicity = 1
Lowest unoccupied orbital energy = -0.2955 Eh
Largest force on an atom = 6.8 eV/Å
Charge = +2
Relative energy (zero: lowest compared OMol25 entry of this formula, charge and spin) = 4.590 eV

Results of the Löwdin charge analysis, in e, for atoms 1 through 8:
1. Zr 2.069
2. C -0.043
3. C -0.503
4. C -0.034
5. O -0.381
6. H 0.091
7. H 0.050
8. H 0.104